Entry 1:
This record from OMol25 describes 3 unconnected molecules or ions with the total composition C23H38O7 at a distorted geometry. The level of theory is wB97M-V/def2-TZVPD.

The geometry in XYZ format:
```
68
Properties=species:S:1:pos:R:3:mulliken_charge:R:1
C 3.586 1.998 0.377 -0.263
C 3.098 0.969 -0.006 -0.891
C 2.126 -0.084 -0.254 0.911
C 1.377 -0.142 -1.347 -0.399
C 0.377 -1.296 -1.416 0.297
O 0.071 -1.762 -2.482 -0.521
C -0.183 -1.755 -0.092 0.420
C -1.640 -2.263 0.088 -0.996
O -2.227 -1.492 1.115 -0.392
C -3.235 -0.616 0.645 -0.459
C -2.754 0.465 -0.355 -0.128
O -2.291 1.595 0.381 -0.193
C -3.104 2.751 0.235 -0.472
C -3.146 3.467 1.627 -0.587
O -2.775 4.830 1.571 -0.381
C -1.449 5.081 2.009 -0.195
C -0.534 5.650 0.909 -1.107
C 0.572 -1.699 0.999 -0.394
C 1.979 -1.163 0.823 0.194
O 2.892 -1.575 1.482 -0.537
H 3.983 2.934 0.712 0.407
H 1.476 0.593 -2.145 0.541
H -2.174 -2.173 -0.871 0.344
H -1.575 -3.335 0.325 0.489
H -3.597 -0.071 1.532 0.296
H -4.125 -1.149 0.256 0.334
H -1.933 0.138 -1.011 -0.073
H -3.611 0.702 -1.010 0.402
H -2.708 3.460 -0.514 0.333
H -4.148 2.526 -0.036 0.346
H -2.576 2.862 2.348 0.354
H -4.195 3.449 1.977 0.279
H -0.949 4.223 2.484 0.254
H -1.519 5.860 2.793 0.328
H 0.396 6.051 1.346 0.378
H -0.238 4.885 0.176 0.255
H -1.037 6.486 0.405 0.276
H 0.165 -2.000 1.967 0.539
C 0.220 0.449 6.202 -0.848
C 1.536 0.076 6.865 -0.364
O 1.744 -1.321 6.975 -0.425
C 1.774 -2.047 5.757 -0.413
C 2.866 -1.600 4.801 -0.893
H -0.619 0.014 6.749 0.291
H 0.101 1.534 6.182 0.379
H 0.163 0.088 5.174 0.118
H 1.542 0.464 7.884 0.339
H 2.379 0.546 6.348 0.305
H 0.791 -2.011 5.272 0.267
H 1.944 -3.089 6.030 0.347
H 2.738 -0.562 4.489 0.211
H 2.861 -2.219 3.905 0.352
H 3.845 -1.680 5.277 0.349
C 1.104 -3.627 -5.577 -1.097
C 0.880 -2.134 -5.738 0.011
O 1.623 -1.557 -6.801 -0.431
C 1.364 -2.066 -8.096 -0.326
C -0.079 -1.901 -8.543 -0.991
H 2.163 -3.838 -5.416 0.297
H 0.537 -4.004 -4.724 0.385
H 0.789 -4.186 -6.459 0.333
H 1.203 -1.629 -4.829 0.034
H -0.186 -1.909 -5.854 0.241
H 1.674 -3.115 -8.160 0.294
H 2.012 -1.511 -8.776 0.342
H -0.772 -2.444 -7.899 0.245
H -0.205 -2.274 -9.560 0.382
H -0.367 -0.848 -8.519 0.278
```

Its structure (SMILES) is C#CC1=CC(=O)C(COCCOCCOCC)=CC1=O.CCOCC.CCOCC. The HOMO energy is -9.517 eV. Its spin multiplicity is 1. The calculation puts the HOMO-LUMO gap at 8.32 eV.

***

Entry 2:
This record from OMol25 describes a molecular structure, C16H21NO4 at a distorted geometry. The level of theory is wB97M-V/def2-TZVPD.

The geometry in XYZ format:
```
42
Properties=species:S:1:pos:R:3:mulliken_charge:R:1
C -2.507 -3.589 1.077 -0.877
H -3.264 -4.223 0.758 0.320
H -2.349 -3.294 2.037 0.382
H -1.577 -4.115 0.659 0.298
O -2.712 -2.559 0.115 -0.309
C -1.868 -1.525 0.510 0.660
O -0.950 -1.711 1.358 -0.671
C -2.072 -0.215 -0.498 1.232
C -2.551 -0.345 -1.780 -1.055
C -2.529 0.686 -2.523 -1.044
C -2.241 2.173 -2.016 -0.701
C -1.867 2.227 -0.828 -0.733
C -1.693 0.851 0.014 0.100
O -1.399 1.187 1.490 -0.344
C -0.511 2.066 1.756 -1.470
H -0.453 1.882 3.084 0.275
H -0.830 2.940 1.781 1.013
C 0.826 1.860 1.272 0.917
O 1.672 2.974 0.860 -0.758
N 1.127 0.681 1.054 0.299
H 0.441 -0.097 1.093 -0.173
C 2.189 0.307 0.326 -0.474
C 1.864 -0.212 -1.138 -0.429
C 3.029 -0.539 -1.906 -0.727
C 4.301 -0.862 -1.491 -0.554
C 3.929 -1.776 -0.023 -1.231
C 3.094 -1.053 0.935 -1.510
H 2.413 -1.290 1.498 1.132
H 3.698 -0.424 1.740 0.265
H 3.238 -2.663 -0.256 0.302
H 4.715 -2.118 0.454 0.698
H 4.931 -1.679 -1.984 0.349
H 4.907 -0.120 -0.908 0.260
H 2.819 -1.487 -2.834 0.188
H 3.314 0.250 -2.628 0.255
H 1.345 -1.044 -0.998 0.605
H 1.229 0.398 -1.847 0.173
H 2.919 1.127 0.292 0.704
H -1.490 3.151 -0.358 0.274
H -2.328 2.964 -2.590 0.666
H -2.824 0.547 -3.373 0.796
H -2.899 -1.279 -1.810 0.898
```

The HOMO energy is -8.643 eV. Its spin multiplicity is 1. The calculation puts the HOMO-LUMO gap at 9.00 eV.

***

Entry 3:
This record from OMol25 describes C20H21N3O4S in the gas phase at a distorted geometry. The level of theory is wB97M-V/def2-TZVPD.

The geometry in XYZ format:
```
49
Properties=species:S:1:pos:R:3:mulliken_charge:R:1
C -1.327 0.691 6.191 -0.947
O -1.401 1.579 5.101 -0.422
C -1.413 1.069 3.847 1.159
C -1.350 -0.280 3.529 -0.566
C -1.364 -0.699 2.210 -1.093
C -1.444 0.238 1.190 -0.188
C -1.424 -0.193 -0.181 0.177
N -1.302 -1.407 -0.623 -0.599
N -1.297 -1.351 -1.967 -0.441
C -1.412 -0.095 -2.290 0.603
S -1.455 0.602 -3.865 -0.180
C -0.897 -0.832 -4.855 -0.789
C 0.603 -1.014 -4.622 0.540
O 1.429 -0.430 -5.289 -0.659
N 0.887 -1.858 -3.614 -0.156
C 2.195 -1.883 -2.968 -0.015
C 2.621 -3.325 -2.734 -1.767
C 2.084 -1.033 -1.715 0.310
C 1.978 -1.568 -0.439 0.069
C 1.799 -0.739 0.656 -0.701
C 1.709 0.631 0.491 -0.356
C 1.802 1.173 -0.780 -0.877
C 1.991 0.347 -1.873 -0.471
O -1.506 0.700 -1.210 -0.298
C -1.512 1.603 1.492 -0.313
C -1.495 2.028 2.805 0.805
O -1.548 3.323 3.209 -0.446
C -1.625 4.326 2.225 -0.890
H -1.337 1.319 7.080 0.238
H -2.187 0.014 6.217 0.367
H -0.403 0.106 6.171 0.369
H -1.288 -1.020 4.311 0.397
H -1.312 -1.745 1.959 0.545
H -1.489 -1.697 -4.566 0.375
H -1.084 -0.547 -5.889 0.433
H 0.119 -2.196 -3.041 0.497
H 2.888 -1.399 -3.667 0.527
H 3.561 -3.355 -2.190 0.389
H 2.755 -3.824 -3.691 0.446
H 1.862 -3.863 -2.171 0.343
H 2.030 -2.633 -0.286 0.292
H 1.716 -1.168 1.644 0.406
H 1.559 1.271 1.348 0.437
H 1.727 2.242 -0.923 0.420
H 2.062 0.772 -2.864 0.492
H -1.569 2.308 0.679 0.609
H -1.654 5.268 2.770 0.228
H -2.533 4.229 1.621 0.356
H -0.749 4.315 1.568 0.347
```

Its structure (SMILES) is COc1ccc(-c2nnc(SCC(=O)N[C@H](C)c3ccccc3)o2)cc1OC. The HOMO energy is -8.004 eV. Its spin multiplicity is 1. The calculation puts the HOMO-LUMO gap at 8.46 eV.

***

Entry 4:
This record from OMol25 describes a molecular structure, C3H3BrINS at a distorted geometry. The level of theory is wB97M-V/def2-TZVPD.

The geometry in XYZ format:
```
10
Properties=species:S:1:pos:R:3:mulliken_charge:R:1
C -0.188 1.266 -0.717 0.131
C -1.041 0.680 0.094 -0.389
C 1.143 -0.684 0.461 -0.366
N -0.232 -0.819 0.801 -0.373
S 1.425 0.603 -0.885 -0.089
Br -0.936 -2.306 -0.268 -0.043
I -3.048 1.024 0.338 0.183
H -0.286 2.174 -1.410 0.291
H 1.665 -0.358 1.437 0.274
H 1.496 -1.580 0.148 0.380
```

The HOMO energy is -8.546 eV. Its spin multiplicity is 1. The calculation puts the HOMO-LUMO gap at 8.48 eV.